DFT (ωB97M-V with the def2-TZVPD basis set) results for a molecular structure, C51H56BrCsN4O4P2Si2 in a non-equilibrium geometry.

Summary:
* energy above the lowest of the compared OMol25 structures with the same formula, charge and spin: 0.478 eV
* net charge: -2
* LUMO level: 3.6453 eV
* orbital gap: 5.27 eV
* energy: -172873.7874 eV

XYZ file:
```
121
Properties=species:S:1:pos:R:3:forces:R:3:lowdin_charge:R:1
Cs 0.984 1.702 -1.558 -0.100 1.099 -1.337 1.3987
C -1.944 1.568 3.334 -0.143 0.197 -0.041 -0.1762
Si -1.161 -0.064 2.837 0.219 -0.263 0.019 0.2915
C -1.970 -1.375 3.942 -0.015 -0.021 0.154 -0.1899
C 0.668 0.017 3.273 0.061 0.024 0.043 -0.1582
N -1.386 -0.370 1.210 -0.239 0.484 0.022 -0.2121
P -1.246 -1.425 0.082 -0.129 -0.666 -0.330 0.7538
C -0.308 -0.907 -1.284 0.387 -0.069 0.701 -0.5674
P 0.220 -1.508 -2.845 -0.027 -0.449 0.063 0.6618
N 0.706 -0.619 -4.053 0.147 0.265 0.070 -0.2358
Si 1.463 -0.609 -5.523 -0.167 -0.071 0.011 0.2551
C 3.338 -0.293 -5.461 0.094 0.001 0.002 -0.1921
C 0.766 0.783 -6.598 -0.091 0.100 0.000 -0.1973
C 1.229 -2.199 -6.531 0.072 0.025 -0.214 -0.1882
C 1.039 -3.170 -2.791 0.072 0.035 -0.150 -0.2414
C 0.427 -4.335 -2.348 -0.010 -0.118 0.070 -0.1062
C 1.116 -5.546 -2.297 -0.012 0.100 -0.026 -0.0993
C 2.441 -5.609 -2.700 0.000 0.072 -0.008 -0.1179
C 3.073 -4.445 -3.138 -0.033 0.014 -0.002 -0.0928
C 2.380 -3.245 -3.175 0.036 -0.080 -0.039 -0.0879
C -1.461 -1.973 -3.515 -0.122 -0.044 -0.249 -0.2471
C -2.478 -1.009 -3.447 -0.011 -0.144 -0.081 -0.0895
C -3.709 -1.210 -4.060 0.122 0.023 0.108 -0.0959
C -3.954 -2.376 -4.776 0.040 -0.036 -0.006 -0.1261
C -2.946 -3.324 -4.891 0.033 0.052 0.021 -0.1102
C -1.712 -3.116 -4.278 -0.185 0.104 0.025 -0.1010
C -2.917 -1.959 -0.445 -0.016 -0.135 -0.043 -0.2662
C -3.993 -1.117 -0.188 -0.078 -0.047 -0.014 -0.0799
C -5.282 -1.473 -0.576 0.083 0.006 0.013 -0.0925
C -5.506 -2.687 -1.209 0.034 0.012 0.029 -0.1081
C -4.440 -3.548 -1.450 0.011 0.039 -0.004 -0.0891
C -3.158 -3.183 -1.069 -0.019 0.032 -0.040 -0.0900
C -0.528 -2.978 0.775 -0.112 -0.076 0.128 -0.2415
C -1.325 -3.845 1.526 0.027 -0.032 0.047 -0.1092
C -0.796 -4.997 2.098 0.016 0.069 -0.064 -0.1054
C 0.551 -5.294 1.932 0.003 0.043 -0.032 -0.1126
C 1.355 -4.435 1.193 -0.011 0.017 0.007 -0.0874
C 0.825 -3.287 0.617 0.002 0.113 -0.115 -0.0642
H -1.713 1.831 4.375 -0.013 -0.053 -0.161 0.0178
H -3.038 1.512 3.233 0.129 0.024 0.013 0.0246
H -1.582 2.370 2.679 0.020 -0.066 0.126 0.0060
H -2.035 -1.014 4.978 -0.007 -0.092 -0.109 0.0152
H -1.405 -2.315 3.941 -0.066 0.123 -0.020 0.0091
H -2.987 -1.595 3.589 0.129 0.051 0.063 0.0178
H 0.845 0.267 4.328 -0.011 -0.017 -0.112 0.0229
H 1.144 0.783 2.648 -0.032 -0.080 0.096 0.0263
H 1.154 -0.941 3.049 -0.062 0.100 0.014 0.0265
H 3.585 0.344 -4.602 -0.030 -0.068 -0.127 0.0211
H 3.678 0.210 -6.378 -0.010 -0.078 0.125 0.0112
H 3.910 -1.225 -5.360 -0.063 0.104 0.016 0.0090
H 0.900 1.748 -6.091 -0.015 -0.109 -0.080 0.0171
H -0.313 0.631 -6.732 0.142 0.037 0.002 0.0184
H 1.239 0.845 -7.588 -0.051 -0.029 0.128 0.0123
H 1.567 -3.092 -5.994 -0.035 0.112 0.004 0.0100
H 1.801 -2.132 -7.469 -0.090 -0.062 0.072 0.0135
H 0.170 -2.334 -6.787 0.123 0.005 0.064 0.0157
H -0.604 -4.313 -2.014 0.123 0.039 -0.047 0.0835
H 0.611 -6.431 -1.928 0.018 0.004 -0.010 0.0948
H 2.985 -6.547 -2.664 -0.025 0.021 0.006 0.0848
H 4.114 -4.471 -3.446 -0.052 -0.020 0.028 0.0924
H 2.890 -2.339 -3.483 -0.087 -0.029 0.017 0.0897
H -2.289 -0.084 -2.916 -0.004 0.022 0.027 0.0868
H -4.478 -0.449 -3.974 0.031 -0.034 -0.005 0.0979
H -4.918 -2.534 -5.248 0.015 -0.018 -0.002 0.0858
H -3.110 -4.229 -5.468 -0.006 0.037 0.017 0.0879
H -0.938 -3.859 -4.414 0.041 -0.013 0.010 0.0916
H -3.814 -0.184 0.333 0.026 -0.015 -0.006 0.0852
H -6.107 -0.797 -0.379 0.025 -0.042 -0.015 0.0936
H -6.510 -2.965 -1.513 0.027 0.003 -0.010 0.0907
H -4.604 -4.496 -1.951 0.005 0.050 0.027 0.0998
H -2.332 -3.858 -1.264 -0.107 0.062 0.036 0.0888
H -2.377 -3.618 1.674 0.046 0.014 -0.022 0.1038
H -1.438 -5.655 2.673 0.019 -0.004 0.000 0.0901
H 0.973 -6.192 2.372 -0.026 0.031 -0.011 0.0871
H 2.404 -4.663 1.044 0.000 -0.009 0.006 0.0996
H 1.452 -2.625 0.022 -0.064 -0.128 0.109 0.1024
Br -3.718 5.906 1.021 0.002 0.017 0.001 0.7049
C -3.141 4.584 -0.214 -0.008 -0.041 -0.042 -0.6793
C -2.959 3.286 0.208 0.036 0.006 -0.038 -0.1047
C -2.521 2.361 -0.732 0.145 -0.054 -0.103 -0.1446
N -2.285 2.663 -2.009 -0.027 0.113 0.064 0.0602
C -2.461 3.930 -2.381 0.011 -0.058 -0.003 -0.1449
C -2.887 4.936 -1.527 0.008 -0.073 0.015 -0.1163
H -3.097 2.992 1.237 -0.025 0.008 0.006 0.0820
H -2.301 1.341 -0.422 -0.047 0.076 0.002 0.0721
H -2.241 4.165 -3.419 -0.015 -0.042 0.061 0.1073
H -3.000 5.951 -1.878 -0.003 0.035 0.015 0.0931
O 1.871 -0.927 -1.674 -0.012 -0.387 0.005 -0.4538
O 0.954 -0.573 -0.618 -0.166 -1.552 0.559 -0.6753
C 3.518 1.396 7.001 0.020 -0.061 0.001 -0.0593
C 2.410 2.249 6.437 0.023 0.031 -0.047 -0.2409
C 1.341 2.615 7.248 0.039 -0.011 0.029 -0.0731
C 0.288 3.363 6.739 -0.004 0.011 -0.019 -0.0973
C 0.317 3.772 5.417 -0.073 -0.010 -0.064 -0.0278
C 1.381 3.415 4.588 0.078 -0.017 -0.153 -0.2127
N 1.351 3.796 3.237 0.207 0.135 0.274 0.0971
C 2.293 4.581 2.610 -0.029 -0.045 0.087 -0.1949
C 3.362 5.167 3.309 -0.036 0.046 0.008 -0.0468
C 4.296 5.950 2.648 -0.067 -0.032 0.002 -0.1154
C 4.197 6.170 1.281 -0.050 -0.033 -0.006 -0.1186
C 3.139 5.590 0.591 -0.055 -0.026 -0.042 -0.0386
C 2.182 4.806 1.221 0.004 0.095 -0.009 -0.0589
C 1.050 4.218 0.383 -0.051 -0.154 -0.017 -0.6925
O 0.058 3.723 0.990 0.105 0.106 -0.089 -0.0629
O 1.208 4.208 -0.857 0.115 1.409 0.441 -0.3050
C 2.432 2.632 5.089 0.011 -0.006 0.106 -0.1847
C 3.535 2.169 4.179 0.052 -0.063 0.040 -0.0377
H 3.418 1.297 8.084 -0.010 0.004 -0.056 0.0671
H 4.504 1.815 6.786 -0.049 0.003 0.000 0.0771
H 3.499 0.390 6.568 0.001 0.069 0.030 0.0818
H 1.333 2.296 8.286 -0.020 0.027 -0.051 0.0965
H -0.549 3.634 7.374 0.049 -0.015 -0.037 0.0938
H -0.484 4.366 4.989 0.040 -0.046 0.062 0.1163
H 0.550 3.588 2.632 -0.136 0.038 -0.074 0.0958
H 3.444 5.013 4.380 -0.021 0.021 -0.078 0.1044
H 5.107 6.392 3.217 0.005 0.003 -0.005 0.0889
H 4.929 6.778 0.761 -0.019 -0.021 0.022 0.0832
H 3.019 5.720 -0.479 0.039 0.011 0.060 0.1085
H 4.439 2.779 4.290 -0.055 -0.051 0.015 0.0845
H 3.226 2.235 3.139 0.001 -0.019 0.007 0.0811
H 3.801 1.132 4.386 -0.014 0.001 0.014 0.0771
```
Forces are in eV/Å.


DFT (ωB97M-V with the def2-TZVPD basis set) results for a molecular structure, C51H58N3O7PSTl.

Summary:
* energy above the lowest of the compared OMol25 structures with the same formula, charge and spin: 0.040 eV
* net charge: -1
* LUMO level: 1.6872 eV
* orbital gap: 6.47 eV
* energy: -97452.7498 eV

XYZ file:
```
122
Properties=species:S:1:pos:R:3:forces:R:3:lowdin_charge:R:1
Tl 0.362 -0.286 -0.573 0.090 0.288 -0.038 0.8568
C -3.430 -0.831 -3.208 0.093 -0.027 0.046 -0.0453
C -2.408 -1.935 -3.508 -0.084 0.074 -0.119 -0.3617
C -3.103 -3.181 -4.064 0.062 -0.018 0.073 -0.0623
C -1.339 -1.415 -4.448 0.090 -0.087 0.131 -0.1376
C -1.691 -1.051 -5.740 0.019 0.013 -0.023 -0.0470
C -0.755 -0.547 -6.625 -0.030 0.005 -0.013 -0.0777
C 0.546 -0.354 -6.196 0.018 -0.039 -0.030 -0.0424
C 0.937 -0.692 -4.907 -0.036 0.047 0.185 -0.1355
C 2.336 -0.325 -4.437 -0.003 0.067 -0.118 -0.3665
C 3.413 -1.202 -5.079 -0.009 0.003 0.070 -0.0602
C 2.616 1.161 -4.695 -0.074 -0.007 0.091 -0.0597
C -0.005 -1.279 -4.040 -0.050 -0.035 -0.290 -0.1730
N 0.422 -1.689 -2.748 0.054 0.087 0.147 -0.0058
C 1.236 -2.690 -2.689 -0.144 -0.005 -0.132 -0.1269
C 2.041 -3.050 -1.578 0.094 -0.138 0.191 -0.3611
C 2.987 -4.090 -1.558 -0.124 0.019 -0.098 -0.0668
C 3.695 -3.944 -0.372 0.051 0.038 0.090 -0.0629
C 3.151 -2.811 0.277 0.029 -0.152 -0.093 -0.2936
N 2.147 -2.284 -0.439 0.029 -0.008 -0.074 0.0267
C 3.583 -2.237 1.611 -0.054 0.038 -0.020 -0.5507
C 3.548 -0.705 1.581 0.023 -0.044 -0.060 -0.0571
C 2.623 -2.730 2.698 0.074 -0.030 0.074 -0.0406
C 5.003 -2.692 1.953 -0.032 -0.005 -0.017 -0.0685
H -4.269 -1.224 -2.628 0.014 0.005 -0.031 0.0632
H -3.818 -0.400 -4.134 -0.008 -0.005 0.027 0.0821
H -2.954 -0.028 -2.643 -0.012 0.053 -0.045 0.0708
H -1.916 -2.212 -2.579 0.017 -0.024 0.054 0.0912
H -3.678 -2.944 -4.962 0.025 -0.031 0.006 0.0715
H -3.791 -3.595 -3.320 -0.011 0.016 -0.036 0.0623
H -2.372 -3.953 -4.320 -0.042 0.015 -0.017 0.0813
H -2.723 -1.148 -6.058 0.020 -0.018 0.009 0.1070
H -1.047 -0.271 -7.631 0.009 0.014 0.022 0.0964
H 1.267 0.091 -6.874 -0.006 -0.004 0.044 0.1071
H 2.384 -0.472 -3.358 -0.027 -0.039 0.030 0.1174
H 3.378 -1.117 -6.170 0.006 -0.007 0.029 0.0746
H 3.274 -2.252 -4.814 0.009 0.005 -0.028 0.0672
H 4.407 -0.898 -4.742 -0.025 -0.008 -0.030 0.0765
H 2.767 1.364 -5.759 -0.009 -0.002 0.031 0.0713
H 3.520 1.472 -4.162 -0.006 -0.012 -0.051 0.0734
H 1.776 1.768 -4.350 0.043 -0.010 -0.016 0.0794
H 1.377 -3.309 -3.583 0.048 0.030 -0.048 0.1365
H 3.133 -4.831 -2.334 0.015 0.051 0.040 0.0914
H 4.516 -4.557 -0.027 -0.046 0.046 -0.019 0.0840
H 2.548 -0.343 1.342 0.002 0.023 0.021 0.0100
H 4.237 -0.317 0.827 -0.028 0.003 0.026 0.0909
H 3.830 -0.305 2.560 0.001 0.003 -0.027 0.0835
H 1.619 -2.365 2.491 -0.156 0.018 -0.003 0.0645
H 2.923 -2.364 3.685 -0.030 0.001 -0.014 0.0852
H 2.596 -3.823 2.719 -0.011 0.031 0.014 0.0868
H 5.696 -2.427 1.151 0.005 -0.021 0.033 0.0862
H 5.046 -3.773 2.104 0.026 0.038 -0.012 0.0750
H 5.337 -2.205 2.873 -0.007 -0.036 -0.001 0.0794
C -1.382 -2.134 3.803 -0.008 0.068 0.093 0.0021
C -1.440 -0.610 3.900 0.163 -0.088 -0.106 -0.5414
C -2.323 -0.163 5.057 -0.037 0.100 -0.038 -0.0012
O -2.004 -0.084 2.717 0.075 0.028 -0.226 -0.0729
C -0.008 -0.098 4.198 -0.166 0.150 0.221 -0.4735
O 0.602 -0.547 5.130 0.031 -0.037 -0.142 0.1235
O 0.611 0.835 3.434 -0.035 -0.133 -0.242 -0.3174
H -2.399 -2.516 3.688 0.032 0.027 -0.002 0.0947
H -0.922 -2.566 4.689 0.002 0.006 -0.012 0.0945
H -0.802 -2.428 2.929 0.079 -0.083 -0.065 0.0786
H -3.309 -0.618 4.950 0.026 0.024 -0.009 0.0912
H -2.436 0.923 5.039 0.007 -0.031 0.029 0.0944
H -1.877 -0.467 6.002 -0.027 0.013 0.000 0.0936
H -1.659 -0.573 1.954 -0.004 0.041 0.057 0.0432
O -1.484 2.237 -4.314 -0.078 0.052 0.147 0.0038
C -1.297 2.212 -3.101 0.181 0.066 0.365 -0.7379
O -0.596 1.380 -2.422 -0.173 0.049 -0.493 -0.3198
C -1.935 3.313 -2.189 0.335 -0.489 0.067 -0.2332
P -1.287 2.963 -0.485 -0.391 0.518 -0.037 1.0122
C -2.335 4.181 0.484 -0.110 -0.203 -0.063 -0.3772
C -3.139 3.611 1.477 0.093 0.058 -0.024 -0.1372
C -4.038 4.375 2.216 0.033 0.050 -0.031 -0.0998
C -4.145 5.737 1.977 0.042 -0.088 0.029 -0.1068
C -3.370 6.319 0.980 -0.003 0.022 -0.018 -0.0938
C -2.490 5.547 0.234 -0.012 0.022 -0.033 -0.1101
C 0.347 3.842 -0.531 0.024 -0.017 0.059 -0.3388
C 0.622 4.985 0.224 0.055 -0.082 0.006 -0.1164
C 1.873 5.589 0.190 0.016 0.012 0.034 -0.0937
C 2.888 5.061 -0.591 -0.008 0.003 -0.006 -0.1003
C 2.644 3.907 -1.324 -0.048 0.014 0.021 -0.0773
C 1.395 3.301 -1.288 0.030 0.067 0.009 -0.0911
H -3.023 3.214 -2.181 -0.024 -0.010 -0.035 0.0811
H -1.683 4.311 -2.545 -0.005 0.021 -0.064 0.0817
H -3.049 2.548 1.676 0.010 -0.002 0.011 0.0753
H -4.652 3.904 2.975 0.029 0.008 -0.002 0.0978
H -4.832 6.341 2.559 -0.001 -0.001 -0.033 0.0941
H -3.464 7.380 0.778 0.012 -0.028 -0.021 0.0969
H -1.914 6.019 -0.556 0.005 -0.036 0.030 0.1065
H -0.137 5.412 0.864 0.008 0.022 -0.029 0.0738
H 2.052 6.481 0.781 -0.013 -0.024 0.004 0.0983
H 3.858 5.542 -0.627 -0.007 -0.028 0.014 0.0956
H 3.429 3.472 -1.932 -0.033 -0.005 0.012 0.0985
H 1.222 2.405 -1.867 -0.060 0.001 -0.067 0.0592
C -3.973 -3.719 -0.154 0.009 0.044 0.019 -0.0714
C -4.200 -2.358 -0.026 -0.042 -0.047 0.004 -0.0616
C -3.107 -1.508 0.032 0.052 -0.088 0.007 -0.1552
N -1.851 -1.950 -0.011 -0.099 -0.022 0.073 -0.0132
C -1.636 -3.260 -0.155 0.128 0.064 0.099 -0.1382
C -2.667 -4.180 -0.230 -0.038 -0.052 -0.018 -0.0543
H -4.804 -4.412 -0.194 0.007 0.001 -0.031 0.1058
H -5.204 -1.958 0.021 0.015 0.006 -0.005 0.1081
H -3.235 -0.432 0.112 0.004 -0.031 0.015 0.1197
H -0.593 -3.565 -0.212 -0.054 0.008 0.000 0.1111
H -2.449 -5.234 -0.349 0.015 0.028 0.004 0.1065
O 1.771 7.649 5.780 0.043 0.060 0.070 0.1114
C 2.472 6.520 5.523 -0.037 0.025 -0.056 -0.4800
O 3.583 6.414 5.958 0.085 -0.043 0.021 0.1164
C 1.802 5.467 4.698 -0.051 -0.050 -0.071 -0.1324
C 2.574 4.373 4.312 0.061 0.030 0.012 0.0063
C 2.021 3.338 3.580 -0.018 0.028 -0.057 -0.0444
C 0.671 3.380 3.239 -0.086 -0.015 0.229 -0.4589
S -0.116 2.016 2.431 0.162 -0.137 0.389 0.9971
C -0.104 4.480 3.597 -0.036 -0.076 -0.091 -0.0813
C 0.463 5.517 4.318 0.033 0.078 0.000 -0.0192
H 0.914 7.625 5.346 -0.077 -0.024 -0.079 0.0798
H 3.617 4.360 4.598 -0.020 -0.044 -0.002 0.1239
H 2.622 2.490 3.279 -0.012 0.012 0.038 0.1162
H -1.152 4.509 3.318 0.013 -0.003 0.073 0.1001
H -0.185 6.337 4.611 -0.007 -0.025 -0.039 0.1099
```
Forces are in eV/Å.